# 1
{
  "formula": "C27H23AsBr4N2O3PReSe3",
  "method": "wB97M-V/def2-TZVPD",
  "spin_multiplicity": 2,
  "total_energy_ha": -21533.5530,
  "fmax_ev_per_a": 0.76,
  "orbital_gap_ev": [5.81, 6.08],
  "charge": 1,
  "homo_ev": [-10.32, -10.36],
  "species": ["Re", "Se", "P", "Se", "C", "C", "C", "C", "C", "C", "C", "C", "C", "C", "C", "C", "H", "H", "H", "H", "H", "H", "H", "H", "H", "H", "Br", "C", "C", "Br", "C", "Br", "C", "O", "C", "O", "C", "Br", "C", "As", "C", "C", "O", "H", "H", "H", "H", "H", "H", "H", "H", "H", "Se", "N", "C", "C", "C", "C", "C", "C", "N", "H", "H", "H", "H"],
  "xyz": [[-0.599, 0.348, -0.527], [-0.605, 0.522, 1.989], [1.589, 0.405, 1.865], [1.890, 0.656, -0.283], [2.122, -1.240, 2.414], [1.771, -1.688, 3.687], [2.131, -2.956, 4.099], [2.835, -3.790, 3.242], [3.178, -3.353, 1.975], [2.822, -2.081, 1.557], [2.406, 1.655, 2.879], [2.023, 1.828, 4.208], [2.655, 2.776, 4.990], [3.667, 3.557, 4.449], [4.039, 3.394, 3.126], [3.407, 2.449, 2.337], [1.201, -1.059, 4.356], [1.858, -3.297, 5.085], [3.111, -4.781, 3.564], [3.725, -3.999, 1.308], [3.089, -1.744, 0.564], [1.218, 1.243, 4.632], [2.357, 2.910, 6.018], [4.159, 4.296, 5.059], [4.821, 4.005, 2.704], [3.698, 2.330, 1.299], [-6.249, -1.060, -4.304], [-4.484, -0.730, -3.753], [-3.438, -0.746, -4.690], [-3.797, -1.099, -6.499], [-2.130, -0.499, -4.284], [-0.667, -0.482, -5.465], [-1.870, -0.233, -2.942], [-0.661, 0.048, -2.482], [-2.911, -0.229, -2.005], [-2.573, 0.048, -0.755], [-4.221, -0.473, -2.411], [-5.558, -0.413, -1.087], [-2.942, 2.890, -2.748], [-2.209, 3.230, -1.007], [-3.530, 2.947, 0.356], [-1.581, 5.034, -0.945], [-0.824, 2.290, -0.732], [-3.569, 3.744, -3.012], [-3.533, 1.973, -2.747], [-2.116, 2.797, -3.461], [-4.478, 3.372, 0.022], [-3.199, 3.443, 1.273], [-3.642, 1.872, 0.513], [-2.407, 5.714, -1.143], [-0.802, 5.162, -1.702], [-1.163, 5.231, 0.044], [-1.260, -2.666, 0.904], [-0.369, -1.739, -0.370], [0.316, -2.600, -1.133], [1.138, -2.279, -2.247], [1.758, -3.302, -2.894], [1.615, -4.668, -2.500], [0.831, -5.010, -1.444], [0.153, -3.971, -0.735], [-0.642, -4.189, 0.299], [1.234, -1.253, -2.577], [2.379, -3.082, -3.750], [2.137, -5.427, -3.062], [0.694, -6.030, -1.123]]
}


# 2
{
  "formula": "C27H23AuF2N12OS2",
  "method": "wB97M-V/def2-TZVPD",
  "total_energy_ha": -2906.1125,
  "fmax_ev_per_a": 2.78,
  "orbital_gap_ev": [4.64, 3.19],
  "charge": 2,
  "homo_ev": [-13.01, -12.99],
  "species": ["Au", "N", "C", "N", "C", "C", "S", "C", "C", "S", "C", "N", "N", "H", "H", "H", "H", "H", "H", "C", "N", "C", "N", "C", "N", "C", "C", "C", "C", "C", "C", "C", "N", "N", "C", "O", "C", "C", "C", "C", "C", "C", "N", "C", "N", "C", "N", "C", "H", "H", "H", "H", "H", "H", "H", "H", "H", "H", "H", "H", "H", "H", "H", "H", "F", "C", "F", "H"],
  "xyz": [[-0.308, 2.528, -1.814], [-2.751, 4.985, -2.748], [-3.059, 3.700, -2.876], [-2.340, 2.678, -2.442], [-2.979, 1.477, -2.678], [-4.177, 1.579, -3.306], [-4.568, 3.226, -3.615], [-2.394, 0.201, -2.275], [-3.104, -2.492, -2.098], [0.127, -3.287, -3.175], [0.055, -2.045, -2.051], [-0.715, -0.978, -2.319], [0.774, -2.074, -0.922], [-1.829, 5.286, -2.480], [-3.353, 5.680, -3.162], [-4.834, 0.780, -3.583], [-3.659, -3.418, -2.075], [1.438, -2.819, -0.789], [0.724, -1.325, -0.249], [4.719, 1.689, 0.410], [3.594, 1.612, -0.490], [2.401, 2.179, -0.346], [1.615, 1.792, -1.344], [2.406, 0.979, -2.090], [3.593, 0.849, -1.576], [4.269, 1.404, 1.826], [4.692, 2.188, 2.895], [4.269, 1.905, 4.187], [3.419, 0.844, 4.435], [2.978, 0.064, 3.364], [3.411, 0.342, 2.068], [2.053, -1.024, 3.587], [1.915, -1.751, 4.656], [0.962, -2.627, 4.440], [0.498, -2.435, 3.240], [1.164, -1.417, 2.634], [-0.616, -3.122, 2.628], [-0.947, -4.405, 3.069], [-2.050, -5.045, 2.534], [-2.842, -4.404, 1.594], [-2.540, -3.110, 1.181], [-3.526, -2.365, 0.308], [-2.952, -1.828, -0.916], [-2.565, -0.468, -0.962], [-1.217, -0.008, -1.398], [-1.887, -0.914, -3.217], [-2.659, -2.096, -3.223], [-1.408, -2.483, 1.675], [5.180, 2.679, 0.341], [5.448, 0.944, 0.071], [2.126, 2.833, 0.454], [2.090, 0.502, -2.995], [5.363, 3.015, 2.721], [4.601, 2.527, 5.003], [3.085, 0.607, 5.433], [3.087, -0.296, 1.257], [-0.335, -4.878, 3.819], [-2.305, -6.042, 2.857], [-3.714, -4.904, 1.202], [-3.954, -1.545, 0.895], [-4.340, -3.038, 0.033], [-2.935, 0.139, -0.144], [-1.629, -0.609, -4.230], [-1.177, -1.471, 1.373], [0.140, 5.304, -3.032], [0.742, 4.609, -2.043], [2.017, 4.403, -2.409], [0.714, 5.195, -1.118]]
}


# 3
{
  "formula": "C27H23BrCl5NO2S4SiTa",
  "method": "wB97M-V/def2-TZVPD",
  "total_energy_ha": -8062.1537,
  "fmax_ev_per_a": 1.45,
  "orbital_gap_ev": 7.33,
  "charge": 1,
  "homo_ev": -11.74,
  "species": ["Ta", "Cl", "C", "C", "C", "Cl", "C", "Cl", "C", "Cl", "C", "Cl", "O", "C", "C", "C", "N", "C", "Br", "C", "H", "H", "H", "H", "S", "S", "S", "S", "C", "C", "C", "C", "Si", "O", "C", "C", "C", "C", "C", "C", "C", "C", "C", "C", "C", "C", "H", "H", "H", "H", "H", "H", "H", "H", "H", "H", "H", "H", "H", "H", "H", "H", "H", "H", "H"],
  "xyz": [[0.494, -1.887, -1.256], [2.217, -2.170, 1.199], [3.254, -2.336, -0.212], [2.640, -2.142, -1.442], [3.411, -2.440, -2.567], [2.703, -2.411, -4.145], [4.750, -2.817, -2.454], [5.682, -3.141, -3.854], [5.332, -2.948, -1.190], [6.972, -3.405, -1.037], [4.570, -2.727, -0.045], [5.227, -2.921, 1.525], [-5.006, -3.162, 1.809], [-4.010, -2.799, 0.993], [-3.236, -1.662, 1.167], [-2.228, -1.431, 0.260], [-1.907, -2.232, -0.774], [-2.751, -3.273, -0.986], [0.435, -4.355, -1.145], [-3.783, -3.590, -0.130], [-5.112, -2.525, 2.526], [-3.398, -0.968, 1.982], [-1.644, -0.536, 0.373], [-4.446, -4.416, -0.348], [-0.280, -0.936, -3.239], [-0.706, -2.621, -4.403], [-2.667, -2.941, -3.942], [-2.645, -4.300, -2.434], [2.864, 1.472, 0.896], [1.810, 2.206, 0.055], [1.674, 3.655, 0.550], [2.272, 2.218, -1.410], [0.166, 1.351, 0.256], [0.397, -0.244, -0.467], [-1.265, 2.061, -0.671], [-1.206, 2.305, -2.050], [-2.290, 2.832, -2.732], [-3.462, 3.131, -2.048], [-3.548, 2.892, -0.685], [-2.461, 2.358, -0.006], [-0.265, 1.073, 2.044], [-0.196, -0.160, 2.696], [-0.480, -0.286, 4.050], [-0.841, 0.832, 4.787], [-0.918, 2.071, 4.166], [-0.633, 2.187, 2.814], [3.805, 2.029, 0.868], [3.066, 0.473, 0.504], [2.570, 1.371, 1.943], [2.609, 4.188, 0.356], [1.494, 3.706, 1.626], [0.873, 4.197, 0.040], [3.288, 2.621, -1.462], [1.646, 2.855, -2.036], [2.299, 1.218, -1.852], [-0.308, 2.076, -2.611], [-2.223, 3.012, -3.797], [-4.307, 3.549, -2.579], [-4.461, 3.122, -0.150], [-2.552, 2.172, 1.058], [0.088, -1.053, 2.152], [-0.409, -1.254, 4.530], [-1.059, 0.740, 5.844], [-1.198, 2.948, 4.734], [-0.708, 3.167, 2.355]]
}


# 4
{
  "formula": "C27H23Cl2N4NiO2S",
  "method": "wB97M-V/def2-TZVPD",
  "spin_multiplicity": 3,
  "total_energy_ha": -4239.1753,
  "fmax_ev_per_a": 0.24,
  "orbital_gap_ev": [6.92, 7.22],
  "charge": -1,
  "homo_ev": [-4.31, -4.63],
  "species": ["Ni", "Cl", "C", "C", "C", "Cl", "C", "C", "C", "C", "N", "C", "C", "O", "H", "H", "H", "H", "C", "N", "C", "C", "N", "C", "S", "H", "H", "H", "H", "H", "H", "N", "C", "C", "C", "C", "C", "C", "C", "C", "C", "C", "C", "C", "C", "H", "H", "H", "H", "H", "H", "H", "H", "H", "H", "C", "O", "H", "H", "H"],
  "xyz": [[-0.005, -0.157, 0.204], [2.279, 0.288, 4.648], [2.986, 0.209, 3.063], [4.379, 0.238, 2.946], [4.998, 0.163, 1.729], [6.743, 0.191, 1.639], [4.233, 0.045, 0.547], [4.755, -0.085, -0.758], [3.905, -0.246, -1.817], [2.519, -0.256, -1.587], [2.010, -0.096, -0.391], [2.828, 0.033, 0.678], [2.140, 0.119, 1.953], [0.870, 0.092, 1.989], [4.974, 0.314, 3.847], [5.827, -0.073, -0.901], [4.283, -0.369, -2.823], [1.811, -0.424, -2.392], [-2.538, 3.258, -0.079], [-1.805, 2.699, -1.195], [-2.344, 2.021, -2.270], [-1.323, 1.538, -3.002], [-0.165, 1.930, -2.353], [-0.456, 2.630, -1.222], [0.621, 3.217, -0.081], [-3.601, 3.185, -0.304], [-2.252, 4.299, 0.061], [-2.305, 2.664, 0.803], [-3.405, 1.901, -2.388], [-1.318, 0.932, -3.888], [0.784, 1.709, -2.595], [-0.289, -1.821, -0.738], [-0.313, -3.035, -0.431], [0.095, -3.578, 0.920], [0.873, -4.731, 1.026], [1.350, -5.159, 2.257], [1.046, -4.445, 3.408], [0.264, -3.302, 3.315], [-0.208, -2.875, 2.082], [-0.717, -4.067, -1.466], [-1.433, -5.215, -1.138], [-1.853, -6.100, -2.124], [-1.548, -5.857, -3.455], [-0.830, -4.716, -3.793], [-0.428, -3.828, -2.808], [1.127, -5.288, 0.131], [1.969, -6.047, 2.314], [1.423, -4.772, 4.369], [0.032, -2.722, 4.199], [-0.796, -1.970, 2.023], [-1.673, -5.413, -0.100], [-2.421, -6.981, -1.848], [-1.867, -6.551, -4.224], [-0.587, -4.518, -4.831], [0.107, -2.919, -3.051], [-2.783, -0.426, 0.901], [-1.796, 0.413, 0.426], [-3.786, 0.014, 0.749], [-2.695, -0.626, 1.984], [-2.799, -1.409, 0.396]]
}


# 5
{
  "formula": "C27H23Co2O7Si",
  "method": "wB97M-V/def2-TZVPD",
  "total_energy_ha": -4624.4058,
  "fmax_ev_per_a": 4.01,
  "orbital_gap_ev": 6.22,
  "charge": -1,
  "homo_ev": -3.64,
  "species": ["O", "C", "Co", "C", "O", "C", "O", "C", "C", "C", "C", "C", "C", "C", "C", "C", "Co", "C", "O", "C", "O", "C", "O", "H", "H", "H", "H", "H", "H", "H", "C", "Si", "C", "C", "O", "C", "C", "C", "C", "C", "C", "C", "C", "C", "H", "H", "H", "H", "H", "H", "H", "H", "H", "H", "H", "H", "H", "H", "H", "H"],
  "xyz": [[1.563, 6.475, -0.467], [1.706, 5.359, -0.729], [1.941, 3.676, -1.290], [0.911, 3.880, -2.703], [0.307, 4.120, -3.661], [3.497, 4.016, -2.239], [4.132, 4.746, -2.893], [2.330, 2.334, -0.131], [0.984, 2.427, -0.397], [-0.276, 2.040, -0.027], [-1.321, 1.967, -1.030], [-2.674, 2.268, -0.734], [-3.623, 2.278, -1.750], [-3.258, 1.954, -3.064], [-1.934, 1.616, -3.360], [-0.978, 1.602, -2.353], [3.775, 1.913, -1.473], [5.446, 2.214, -1.955], [6.538, 2.448, -2.248], [2.994, 1.063, -2.803], [2.482, 0.470, -3.658], [4.428, 0.584, -0.528], [4.908, -0.290, 0.062], [2.688, 2.268, 0.906], [-0.526, 2.048, 1.039], [-2.946, 2.513, 0.298], [-4.655, 2.549, -1.520], [-4.004, 1.969, -3.860], [-1.637, 1.370, -4.380], [0.049, 1.280, -2.558], [2.296, -2.820, -0.575], [1.339, -2.282, 0.922], [1.356, -3.525, 2.306], [1.783, -0.574, 1.534], [-0.230, -2.166, 0.259], [-1.354, -1.810, 0.902], [-1.789, -0.528, 1.175], [-2.945, -0.572, 2.116], [-3.149, -2.066, 2.317], [-4.031, -2.738, 3.150], [-4.003, -4.143, 3.184], [-3.077, -4.858, 2.403], [-2.174, -4.182, 1.582], [-2.236, -2.785, 1.548], [3.374, -2.692, -0.425], [2.102, -3.883, -0.778], [2.008, -2.236, -1.460], [2.293, -3.416, 2.871], [0.520, -3.379, 3.002], [1.311, -4.549, 1.916], [2.762, -0.581, 2.030], [1.823, 0.158, 0.719], [1.042, -0.209, 2.258], [-1.354, 0.359, 0.768], [-2.730, -0.077, 3.077], [-3.854, -0.100, 1.707], [-4.734, -2.178, 3.766], [-4.702, -4.683, 3.822], [-3.064, -5.947, 2.441], [-1.432, -4.691, 0.969]]
}


# 6
{
  "formula": "C27H23F10IrN3O5Te",
  "method": "wB97M-V/def2-TZVPD",
  "spin_multiplicity": 2,
  "total_energy_ha": -2954.1280,
  "fmax_ev_per_a": 3.22,
  "orbital_gap_ev": [7.52, 6.83],
  "homo_ev": [-9.37, -9.35],
  "species": ["Ir", "O", "C", "O", "C", "C", "C", "C", "C", "N", "H", "H", "H", "H", "F", "Te", "F", "F", "F", "F", "O", "C", "C", "C", "C", "C", "C", "C", "C", "C", "C", "O", "O", "H", "H", "H", "H", "H", "H", "H", "H", "H", "H", "H", "F", "C", "C", "C", "F", "C", "F", "C", "F", "C", "F", "C", "C", "C", "C", "N", "N", "C", "H", "H", "H", "H", "H", "H", "H", "H"],
  "xyz": [[0.009, -0.166, -0.202], [-1.849, 3.008, 1.589], [-1.541, 2.165, 0.788], [-1.191, 0.933, 1.028], [-1.515, 2.481, -0.666], [-2.267, 3.500, -1.213], [-2.168, 3.715, -2.576], [-1.281, 2.944, -3.315], [-0.555, 1.952, -2.683], [-0.708, 1.709, -1.377], [-2.904, 4.086, -0.567], [-2.755, 4.490, -3.052], [-1.147, 3.105, -4.375], [0.157, 1.354, -3.213], [1.022, -2.586, 3.473], [0.599, -3.085, 1.721], [2.363, -2.596, 1.345], [0.538, -3.941, 0.071], [-0.902, -3.935, 2.394], [1.419, -4.697, 2.213], [-0.207, -1.478, 1.443], [5.690, -1.305, -6.314], [4.843, -1.237, -5.074], [3.868, -2.180, -4.810], [3.041, -2.101, -3.690], [2.063, -3.231, -3.470], [3.182, -1.000, -2.832], [4.228, -0.074, -3.036], [4.547, 1.025, -2.049], [5.034, -0.213, -4.149], [2.145, -0.742, -1.794], [1.680, -1.635, -1.053], [1.673, 0.427, -1.677], [5.442, -2.178, -6.916], [6.751, -1.347, -6.060], [5.538, -0.412, -6.924], [3.733, -3.015, -5.489], [1.582, -3.506, -4.410], [1.313, -3.008, -2.722], [2.609, -4.106, -3.112], [5.002, 0.595, -1.150], [3.660, 1.581, -1.757], [5.268, 1.721, -2.475], [5.826, 0.511, -4.315], [-0.187, -0.569, -3.430], [-0.944, -1.506, -2.845], [-1.037, -1.579, -1.463], [-1.801, -2.637, -0.993], [-1.971, -2.870, 0.309], [-2.468, -3.517, -1.830], [-3.218, -4.487, -1.317], [-2.359, -3.389, -3.197], [-2.982, -4.236, -4.009], [-1.580, -2.374, -3.708], [-1.430, -2.242, -5.027], [5.177, -0.185, 1.937], [3.724, 0.120, 2.067], [2.904, 0.342, 3.148], [1.610, 0.529, 2.643], [1.652, 0.452, 1.304], [2.941, 0.213, 0.989], [0.384, 0.797, 3.451], [5.672, -0.112, 2.902], [5.662, 0.497, 1.238], [5.298, -1.205, 1.565], [3.183, 0.325, 4.189], [3.208, 0.057, 0.037], [0.644, 0.890, 4.502], [-0.326, -0.015, 3.326], [-0.121, 1.697, 3.109]]
}


Repeat the fifth record exactly.
{
  "formula": "C27H23Co2O7Si",
  "method": "wB97M-V/def2-TZVPD",
  "total_energy_ha": -4624.4058,
  "fmax_ev_per_a": 4.01,
  "orbital_gap_ev": 6.22,
  "charge": -1,
  "homo_ev": -3.64,
  "species": ["O", "C", "Co", "C", "O", "C", "O", "C", "C", "C", "C", "C", "C", "C", "C", "C", "Co", "C", "O", "C", "O", "C", "O", "H", "H", "H", "H", "H", "H", "H", "C", "Si", "C", "C", "O", "C", "C", "C", "C", "C", "C", "C", "C", "C", "H", "H", "H", "H", "H", "H", "H", "H", "H", "H", "H", "H", "H", "H", "H", "H"],
  "xyz": [[1.563, 6.475, -0.467], [1.706, 5.359, -0.729], [1.941, 3.676, -1.290], [0.911, 3.880, -2.703], [0.307, 4.120, -3.661], [3.497, 4.016, -2.239], [4.132, 4.746, -2.893], [2.330, 2.334, -0.131], [0.984, 2.427, -0.397], [-0.276, 2.040, -0.027], [-1.321, 1.967, -1.030], [-2.674, 2.268, -0.734], [-3.623, 2.278, -1.750], [-3.258, 1.954, -3.064], [-1.934, 1.616, -3.360], [-0.978, 1.602, -2.353], [3.775, 1.913, -1.473], [5.446, 2.214, -1.955], [6.538, 2.448, -2.248], [2.994, 1.063, -2.803], [2.482, 0.470, -3.658], [4.428, 0.584, -0.528], [4.908, -0.290, 0.062], [2.688, 2.268, 0.906], [-0.526, 2.048, 1.039], [-2.946, 2.513, 0.298], [-4.655, 2.549, -1.520], [-4.004, 1.969, -3.860], [-1.637, 1.370, -4.380], [0.049, 1.280, -2.558], [2.296, -2.820, -0.575], [1.339, -2.282, 0.922], [1.356, -3.525, 2.306], [1.783, -0.574, 1.534], [-0.230, -2.166, 0.259], [-1.354, -1.810, 0.902], [-1.789, -0.528, 1.175], [-2.945, -0.572, 2.116], [-3.149, -2.066, 2.317], [-4.031, -2.738, 3.150], [-4.003, -4.143, 3.184], [-3.077, -4.858, 2.403], [-2.174, -4.182, 1.582], [-2.236, -2.785, 1.548], [3.374, -2.692, -0.425], [2.102, -3.883, -0.778], [2.008, -2.236, -1.460], [2.293, -3.416, 2.871], [0.520, -3.379, 3.002], [1.311, -4.549, 1.916], [2.762, -0.581, 2.030], [1.823, 0.158, 0.719], [1.042, -0.209, 2.258], [-1.354, 0.359, 0.768], [-2.730, -0.077, 3.077], [-3.854, -0.100, 1.707], [-4.734, -2.178, 3.766], [-4.702, -4.683, 3.822], [-3.064, -5.947, 2.441], [-1.432, -4.691, 0.969]]
}